# 1
{"formula": "C5H12NO", "method": "ωB97M-V/def2-TZVPD", "mol_weight_g_mol": 102.16, "e_lumo_ev": [1.0, -1.2], "spin_multiplicity": 2, "gap_ev": [10.0, 7.7], "fmax_ha_per_bohr": 0.031, "e_above_lowest_ev": 0.697, "elements": ["O", "N", "C", "C", "C", "C", "C", "H", "H", "H", "H", "H", "H", "H", "H", "H", "H", "H", "H"], "positions_angstrom": [[0.832, -0.742, 2.608], [-0.511, 1.078, -1.406], [0.196, 0.039, -0.666], [-1.693, 0.613, -2.082], [-0.574, -0.220, 0.648], [0.186, -1.241, 1.545], [1.619, 0.513, -0.357], [-0.651, 0.730, 1.180], [-0.607, -1.824, 2.027], [-1.566, -0.353, -2.605], [0.133, 1.517, -2.052], [-1.535, -0.640, 0.357], [0.765, -1.883, 0.861], [2.117, 0.734, -1.289], [0.223, -0.914, -1.225], [-2.465, 0.321, -1.367], [2.186, -0.362, -0.039], [1.564, 1.285, 0.405], [-2.174, 1.332, -2.726]]}



# 2
{"formula": "C14H25MgN4OS5", "method": "ωB97M-V/def2-TZVPD", "mol_weight_g_mol": 450.02, "e_lumo_ev": [-2.6, -2.6], "total_charge": 1, "gap_ev": [5.0, 5.0], "fmax_ha_per_bohr": 0.125, "elements": ["S", "S", "S", "S", "S", "Mg", "O", "N", "N", "N", "N", "C", "C", "C", "C", "C", "C", "C", "C", "C", "C", "C", "C", "C", "C", "H", "H", "H", "H", "H", "H", "H", "H", "H", "H", "H", "H", "H", "H", "H", "H", "H", "H", "H", "H", "H", "H", "H", "H", "H"], "positions_angstrom": [[0.616, 1.146, 1.657], [3.556, -3.093, 1.076], [2.674, 1.685, -3.083], [-1.365, -1.524, 1.531], [-1.827, 0.932, -0.613], [-0.039, -0.419, -0.007], [-0.579, -1.744, -1.415], [0.124, 2.265, -2.527], [1.122, -3.145, 2.183], [1.158, 0.533, -1.363], [1.552, -1.600, 0.494], [2.395, -0.093, -1.286], [-0.427, 0.200, -2.819], [-0.976, 2.500, -0.230], [-1.253, -1.005, -2.423], [3.344, 0.407, -2.157], [-0.715, -0.850, 3.093], [-0.381, 0.638, 3.098], [-0.300, 2.632, 1.136], [1.935, -2.571, 1.282], [1.185, 1.490, -2.254], [3.771, -1.907, -0.144], [-2.972, -0.667, 1.375], [2.599, -1.198, -0.324], [-2.944, 0.758, 0.813], [-0.237, 0.839, -1.950], [-0.216, 2.629, -1.011], [-0.765, 1.915, -2.185], [0.277, -2.062, -1.803], [0.549, -0.109, -3.206], [-2.223, -0.691, -2.026], [1.334, -4.086, 2.488], [0.079, 2.714, -3.432], [-3.576, -1.289, 0.703], [-0.939, 0.789, -3.585], [-3.486, -0.681, 2.342], [0.420, 3.457, 1.087], [4.720, -1.797, -0.646], [0.135, -2.954, 2.056], [-3.952, 1.024, 0.477], [0.436, -0.824, 1.653], [0.201, 0.869, 3.997], [-1.690, 3.320, -0.364], [-1.425, -1.075, 3.896], [-1.301, 1.221, 3.179], [0.194, -1.419, 3.322], [4.370, 0.102, -2.298], [-1.029, 2.928, 1.896], [-1.429, -1.661, -3.282], [-2.701, 1.472, 1.600]]}



# 3
{"formula": "C10H17Cl2NPd", "method": "ωB97M-V/def2-TZVPD", "mol_weight_g_mol": 328.58, "e_lumo_ev": [0.5, -3.2], "spin_multiplicity": 5, "gap_ev": [3.4, 6.8], "fmax_ha_per_bohr": 0.120, "e_above_lowest_ev": 4.267, "elements": ["Pd", "Cl", "Cl", "N", "C", "C", "C", "C", "C", "C", "C", "C", "C", "C", "H", "H", "H", "H", "H", "H", "H", "H", "H", "H", "H", "H", "H", "H", "H", "H", "H"], "positions_angstrom": [[0.032, -0.603, 1.291], [-1.726, 0.394, -1.289], [2.465, -0.118, 0.869], [0.079, 1.177, 2.098], [-0.156, -1.266, -3.300], [0.642, -0.451, -2.260], [-1.162, -2.325, -1.264], [-0.373, -2.420, 1.041], [0.339, 2.124, 2.721], [0.750, 3.243, 3.565], [-0.106, -1.718, -0.352], [-0.669, -2.589, -2.676], [0.212, 4.577, 3.036], [-0.069, -0.169, -0.923], [0.913, -1.987, -0.616], [0.355, 3.062, 4.579], [-0.859, 4.496, 2.878], [-1.420, -2.658, 1.193], [0.986, 0.457, -2.745], [-1.992, -1.599, -1.304], [-1.451, -3.064, -3.302], [1.853, 3.280, 3.568], [0.654, 4.803, 2.070], [0.404, 0.825, -0.617], [0.388, 5.434, 3.688], [0.158, -3.350, -2.694], [1.540, -1.005, -2.021], [-0.982, -0.656, -3.713], [0.479, -1.492, -4.156], [0.314, -3.167, 1.490], [-1.599, -3.232, -0.857]]}



# 4
{"formula": "C4H7INOP", "method": "ωB97M-V/def2-TZVPD", "mol_weight_g_mol": 242.98, "e_lumo_ev": [0.1, -1.4], "spin_multiplicity": 3, "gap_ev": [8.0, 8.6], "fmax_ha_per_bohr": 0.013, "e_above_lowest_ev": 0.000, "elements": ["I", "P", "O", "N", "C", "C", "C", "C", "H", "H", "H", "H", "H", "H", "H"], "positions_angstrom": [[3.533, 0.189, -0.637], [1.955, -0.329, 1.152], [0.841, -1.211, 0.388], [-2.678, -1.209, 1.023], [-1.070, -1.732, -0.931], [0.219, 2.910, 1.205], [-1.983, -1.450, 0.150], [0.174, -0.853, -0.802], [1.156, 3.418, 1.265], [-0.106, 0.207, -0.770], [0.843, -1.021, -1.655], [-0.782, -2.786, -0.881], [-0.336, 2.925, 0.294], [-0.205, 2.479, 2.088], [-1.558, -1.536, -1.889]]}



# 5
{"formula": "C12H28AgFN4O4", "method": "ωB97M-V/def2-TZVPD", "mol_weight_g_mol": 419.25, "e_lumo_ev": -2.9, "gap_ev": 5.6, "fmax_ha_per_bohr": 0.050, "e_above_lowest_ev": 2.145, "elements": ["Ag", "F", "O", "O", "O", "O", "N", "N", "N", "N", "C", "C", "C", "C", "C", "C", "C", "C", "C", "C", "C", "C", "H", "H", "H", "H", "H", "H", "H", "H", "H", "H", "H", "H", "H", "H", "H", "H", "H", "H", "H", "H", "H", "H", "H", "H", "H", "H", "H", "H"], "positions_angstrom": [[25.631, -19.421, -6.944], [26.476, -21.407, -6.090], [28.788, -25.369, -9.655], [27.192, -21.041, -1.880], [29.084, -24.197, -2.166], [32.054, -21.827, -4.748], [31.156, -21.485, -6.832], [27.293, -23.693, -9.768], [28.055, -19.486, -3.275], [28.811, -24.389, -4.384], [28.375, -24.313, -9.220], [27.813, -24.342, -5.438], [28.790, -18.738, -2.297], [26.998, -22.362, -9.269], [28.420, -23.954, -3.164], [26.574, -24.080, -10.940], [30.064, -20.924, -7.598], [27.308, -20.583, -3.002], [31.122, -21.589, -5.486], [28.250, -19.108, -4.686], [32.427, -21.601, -7.550], [30.102, -24.993, -4.568], [28.844, -19.178, -1.303], [26.752, -25.153, -11.037], [30.085, -26.086, -4.614], [28.053, -19.839, -5.469], [28.306, -17.773, -2.117], [27.465, -23.426, -3.061], [32.680, -20.671, -8.065], [29.104, -21.077, -7.101], [26.863, -21.044, -3.897], [30.531, -24.662, -5.517], [33.259, -21.735, -6.863], [27.443, -21.602, -9.929], [28.809, -23.797, -8.353], [29.991, -21.441, -8.554], [30.803, -24.751, -3.775], [32.350, -22.437, -8.243], [29.234, -18.673, -4.855], [25.945, -22.076, -9.254], [27.529, -18.291, -4.840], [28.097, -23.886, -6.387], [27.466, -22.181, -8.302], [26.950, -23.747, -5.141], [30.080, -21.439, -5.150], [26.846, -23.562, -11.862], [30.222, -19.845, -7.672], [25.502, -23.959, -10.772], [29.825, -18.609, -2.616], [27.420, -25.332, -5.688]]}



# 6
{"formula": "CH4O4P", "method": "ωB97M-V/def2-TZVPD", "mol_weight_g_mol": 111.01, "e_lumo_ev": [3.7, 3.7], "total_charge": -1, "gap_ev": [6.9, 6.9], "fmax_ha_per_bohr": 0.047, "e_above_lowest_ev": 3.963, "elements": ["P", "O", "O", "O", "O", "C", "H", "H", "H", "H"], "positions_angstrom": [[1.331, -0.185, -0.154], [-0.424, 2.147, 0.419], [1.900, -0.151, -1.531], [-1.721, 1.775, -0.039], [2.256, -0.414, 0.938], [-0.154, -1.101, 0.232], [-0.396, -1.892, -0.555], [-0.952, -0.419, 0.379], [-1.762, 1.827, -0.978], [-0.079, -1.586, 1.289]]}